Density functional theory data (wB97M-V/def2-TZVPD) for a 4-piece molecular cluster, C3H13NO3 overall.

Results
LUMO energy (eV): 0.40
HOMO energy (eV): -8.03
Electronic energy (eV): -10953.317
Energy relative to the best compared isomer or geometry (same formula, charge and spin) (kJ/mol): 140.4
Gap between HOMO and LUMO (eV): 8.43
SMILES: C=C(C)N.O.O.O
Net charge: 0

Structure (XYZ):
```
20
Properties=species:S:1:pos:R:3:forces:R:3:lowdin_charge:R:1
C 1.478 -0.269 -1.387 -0.322 0.262 -0.677 -0.0551
C 0.537 -0.093 -2.568 -1.855 -1.354 -0.012 -0.4602
C 0.793 -0.641 -3.775 0.744 0.843 2.009 0.0059
N -0.765 0.333 -2.244 1.041 0.749 0.612 0.0641
H 0.941 -0.559 -0.482 -0.174 -0.040 -0.147 0.0698
H 2.102 -1.107 -1.684 0.540 0.244 0.376 0.0680
H 2.027 0.632 -1.139 0.347 0.045 -0.074 0.0746
H 0.021 -0.759 -4.515 0.318 0.074 -0.443 0.0482
H 1.834 -0.934 -3.788 -0.175 -0.522 -1.137 0.0451
H -0.946 0.515 -1.273 -0.029 -0.042 0.000 0.0697
H -1.530 -0.084 -2.716 -0.436 -0.244 -0.499 0.0711
H 2.739 5.914 3.693 0.476 0.046 -0.101 0.0236
H 1.315 5.774 4.101 -0.161 -0.027 -0.275 0.0354
O 1.867 5.827 3.310 -0.313 -0.020 0.373 -0.0590
H -1.866 -0.093 2.201 0.163 -0.035 0.031 0.0273
H -3.025 0.651 2.786 -0.539 0.128 0.130 0.0248
O -2.073 0.662 2.759 0.371 -0.112 -0.157 -0.0531
H -1.263 -4.831 1.864 1.030 -0.105 -0.581 0.0085
H -2.133 -5.946 2.514 0.292 0.640 -0.251 0.0460
O -2.054 -4.991 2.345 -1.318 -0.529 0.825 -0.0545
```
Forces are in eV/Å.